No. 1
{
  "formula": "C3H13NO2S",
  "method": "ωB97M-V with the def2-TZVPD basis set",
  "lumo_ev": 0.315,
  "e_tot_ev": -19741.6106,
  "orbital_gap_ev": 9.2,
  "smiles": "NCCCS.O.O",
  "de_lowest_kcal_mol": 19.2,
  "species": ["O", "H", "C", "C", "H", "N", "H", "H", "H", "S", "H", "O", "H", "C", "H", "H", "H", "H", "H", "H"],
  "xyz": [[-2.150, 3.500, 1.349], [-0.797, -0.866, -1.526], [1.260, -1.689, 0.382], [0.789, -0.364, -0.251], [0.405, -2.227, 0.826], [0.177, -0.658, -1.560], [0.242, 0.143, -2.182], [0.122, 0.265, 0.332], [1.899, -3.064, 2.975], [3.015, -2.881, 2.283], [-2.994, 2.115, -2.311], [-3.761, 1.636, -2.636], [-3.822, 1.737, -3.578], [2.353, -1.434, 1.427], [3.126, -0.930, 0.841], [1.496, -2.396, -0.410], [-2.765, 3.355, 0.626], [2.006, -0.728, 2.179], [1.756, 0.108, -0.442], [-2.357, 4.378, 1.677]],
  "nbo_charge": [-0.9365, 0.3549, -0.4193, -0.2211, 0.1911, -0.8440, 0.3521, 0.1843, 0.1130, -0.0241, 0.4699, -0.9440, 0.4742, -0.5237, 0.2150, 0.2275, 0.4669, 0.2136, 0.1802, 0.4699]
}

***

No. 2
{
  "formula": "C3H13NO2S2",
  "method": "ωB97M-V with the def2-TZVPD basis set",
  "lumo_ev": [-3.354, -8.533],
  "e_tot_ev": -30567.9042,
  "orbital_gap_ev": [10.0, 4.7],
  "multiplicity": 2,
  "charge": 1,
  "s2": 0.7545,
  "de_lowest_kcal_mol": 16.7,
  "species": ["H", "H", "H", "O", "O", "S", "H", "C", "H", "H", "H", "H", "C", "H", "S", "N", "H", "H", "H", "H", "C"],
  "xyz": [[-0.831, 2.660, 3.099], [-3.559, 0.478, -1.487], [-0.567, -1.897, -0.253], [-3.710, -0.327, -0.976], [-0.070, 2.251, 3.533], [-0.359, 0.312, -1.220], [3.022, 0.927, 2.491], [2.210, 0.231, 2.620], [-2.962, -0.475, -0.388], [-0.765, -1.463, -3.043], [1.753, 0.289, 3.609], [-1.000, -0.728, 0.881], [1.102, -0.965, 0.789], [2.030, -1.098, 0.186], [0.342, -0.751, -2.822], [1.289, 0.295, 1.489], [2.758, -0.729, 2.733], [1.571, 1.054, 0.862], [1.164, -1.756, 1.515], [0.634, 2.119, 2.903], [-0.265, -0.897, 0.078]],
  "lowdin_spin": [-0.0003, 0.0001, 0.0039, 0.0005, 0.0160, 0.0400, 0.0098, 0.0718, 0.0001, 0.0018, 0.0283, -0.0001, 0.0759, 0.0394, 0.0196, 0.6277, 0.0152, 0.0162, 0.0019, -0.0001, 0.0320]
}

***

No. 3
{
  "formula": "C3H13NO3",
  "method": "ωB97M-V with the def2-TZVPD basis set",
  "lumo_ev": 0.633,
  "e_tot_ev": -10952.3031,
  "orbital_gap_ev": 9.5,
  "smiles": "C=CNC.O.O.O",
  "de_lowest_kcal_mol": 56.9,
  "species": ["H", "H", "H", "H", "C", "O", "N", "H", "H", "H", "C", "H", "H", "H", "H", "O", "H", "H", "O", "C"],
  "xyz": [[0.746, -2.952, -0.371], [0.855, 0.300, 3.227], [-1.256, 0.264, -1.401], [-0.148, 1.080, 1.949], [0.458, 0.179, 2.130], [1.439, 1.149, -0.498], [-0.196, -1.153, 0.216], [-1.130, 0.085, -2.832], [0.239, 4.353, -0.951], [-0.717, -2.518, -1.310], [0.478, -0.928, 1.455], [-1.063, -3.105, 0.226], [0.784, -1.874, 1.948], [1.220, 1.308, 0.426], [0.416, 2.859, -0.836], [-1.758, -0.157, -2.116], [-0.847, -0.532, -0.024], [0.742, 0.544, -0.518], [0.012, 3.647, -0.413], [-0.271, -2.548, -0.307]],
  "nbo_charge": [0.2122, 0.2265, 0.4438, 0.2092, -0.5574, -0.9336, -0.6422, 0.4724, 0.4619, 0.2262, 0.0061, 0.1926, 0.2094, 0.4774, 0.4850, -0.9137, 0.3553, 0.4515, -0.9613, -0.4213]
}

***

No. 4
{
  "formula": "C3H13NO3",
  "method": "ωB97M-V with the def2-TZVPD basis set",
  "lumo_ev": 0.542,
  "e_tot_ev": -10953.4824,
  "orbital_gap_ev": 8.3,
  "smiles": "C=CNC.O.O.O",
  "de_lowest_kcal_mol": 29.7,
  "species": ["H", "H", "O", "O", "H", "H", "C", "H", "H", "O", "N", "H", "C", "H", "C", "H", "H", "H", "H", "H"],
  "xyz": [[2.106, -0.454, 2.091], [-3.331, -0.263, -0.414], [-2.651, -0.496, 0.228], [-1.177, 2.283, 0.360], [-2.645, 0.267, 0.821], [0.764, 0.863, -2.329], [0.731, -0.133, -1.890], [1.643, -0.683, -2.146], [2.260, 1.219, -0.423], [-0.731, -2.415, 0.695], [0.601, -0.012, -0.447], [0.186, -0.798, 0.058], [2.113, 0.435, 1.473], [2.652, 1.284, 1.874], [1.690, 0.523, 0.198], [-1.555, -1.921, 0.707], [-0.083, -0.651, -2.376], [-0.774, 1.401, 0.305], [-0.893, -3.052, -0.010], [-0.904, 2.604, 1.226]],
  "nbo_charge": [0.2048, 0.4867, -0.9677, -0.9671, 0.4938, 0.2017, -0.4110, 0.1797, 0.1733, -0.9574, -0.6538, 0.4198, -0.5636, 0.2010, 0.0334, 0.4970, 0.2057, 0.4875, 0.4685, 0.4677]
}

***

No. 5
{
  "formula": "C3H13NO3",
  "method": "ωB97M-V with the def2-TZVPD basis set",
  "lumo_ev": 0.513,
  "e_tot_ev": -10953.0137,
  "orbital_gap_ev": 8.3,
  "smiles": "C=CNC.O.O.O",
  "de_lowest_kcal_mol": 40.5,
  "species": ["C", "N", "O", "H", "H", "O", "O", "H", "H", "C", "H", "H", "H", "H", "H", "C", "H", "H", "H", "H"],
  "xyz": [[-0.544, 0.008, 1.128], [-1.247, 0.732, 0.198], [1.839, 1.609, -1.444], [-0.342, -2.682, -1.805], [-3.258, 0.480, -0.574], [2.901, 0.206, 0.524], [-0.910, -2.284, -1.143], [-1.945, 0.026, -1.689], [0.896, 1.455, 1.745], [0.398, 0.500, 1.959], [-2.459, -1.000, -0.487], [3.006, 0.599, 1.402], [-1.612, -2.871, -0.863], [-1.016, -0.961, 1.268], [2.493, 1.491, -0.727], [-2.240, 0.069, -0.609], [1.964, -0.042, 0.637], [-0.875, 1.644, -0.004], [0.843, -0.120, 2.713], [2.107, 1.139, -2.230]],
  "nbo_charge": [0.0644, -0.6041, -0.9877, 0.4849, 0.1820, -0.9580, -0.9557, 0.1964, 0.1933, -0.6299, 0.2124, 0.4666, 0.4753, 0.1924, 0.4993, -0.4079, 0.4951, 0.4030, 0.2102, 0.4682]
}

***

No. 6
{
  "formula": "C3H13NO3",
  "method": "ωB97M-V with the def2-TZVPD basis set",
  "lumo_ev": 0.568,
  "e_tot_ev": -10952.7025,
  "orbital_gap_ev": 10.0,
  "smiles": "C[C@H](O)CN.O.O",
  "de_lowest_kcal_mol": 47.7,
  "species": ["H", "H", "H", "H", "H", "H", "C", "O", "H", "H", "H", "C", "N", "H", "H", "O", "H", "C", "O", "H"],
  "xyz": [[-0.971, -1.912, -1.288], [-1.606, 1.116, -0.946], [2.055, -1.556, -0.418], [0.950, 2.373, -1.554], [0.145, 0.052, 1.830], [0.951, -1.712, 0.672], [-0.845, 0.322, -1.003], [1.810, -2.040, 0.358], [1.417, 2.626, 0.132], [-1.445, -1.127, 1.211], [-0.549, 1.776, 0.531], [1.343, 1.903, -0.665], [-1.465, -1.025, -0.732], [2.158, 1.237, -0.696], [-0.381, 0.371, -1.977], [0.716, 0.250, 0.968], [-0.644, -1.700, 2.417], [0.139, 1.051, 0.030], [-1.262, -1.021, 2.141], [-2.516, -0.984, -1.012]],
  "nbo_charge": [0.3948, 0.1960, 0.4646, 0.2049, 0.5178, 0.4799, -0.2690, -0.9521, 0.2176, 0.5063, 0.1364, -0.6254, -0.9137, 0.2171, 0.1777, -0.7814, 0.4722, 0.1352, -0.9665, 0.3876]
}

***

No. 7
{
  "formula": "C3H13NO3",
  "method": "ωB97M-V with the def2-TZVPD basis set",
  "lumo_ev": 0.684,
  "e_tot_ev": -10953.5312,
  "orbital_gap_ev": 10.0,
  "smiles": "CCNCO.O.O",
  "de_lowest_kcal_mol": 28.6,
  "species": ["H", "H", "H", "C", "H", "C", "H", "H", "C", "N", "H", "H", "O", "H", "H", "O", "H", "H", "H", "O"],
  "xyz": [[-1.401, -3.508, 0.436], [0.134, 2.834, -1.473], [-0.069, -3.265, 1.192], [-1.249, 1.097, -1.228], [-2.074, 0.871, -1.908], [-0.528, 1.290, 1.066], [-1.124, 2.790, -2.669], [4.920, -3.465, -0.317], [-0.917, 2.577, -1.620], [-1.666, 1.060, 0.159], [5.631, -3.409, 0.996], [-1.601, 0.882, 2.516], [-0.719, 0.568, 2.296], [-1.993, 0.122, 0.398], [-0.524, 2.366, 1.250], [5.258, -4.046, 0.375], [0.393, 0.822, 0.704], [-1.568, 3.188, -1.007], [-0.411, 0.452, -1.505], [-0.491, -3.226, 0.339]],
  "nbo_charge": [0.4706, 0.2004, 0.4745, -0.2254, 0.1985, 0.0859, 0.2093, 0.4660, -0.6245, -0.6550, 0.4648, 0.4589, -0.7098, 0.3650, 0.1581, -0.9307, 0.1545, 0.2137, 0.1702, -0.9448]
}

***

No. 8
{
  "formula": "C3H13NO3S",
  "method": "ωB97M-V with the def2-TZVPD basis set",
  "lumo_ev": -5.293,
  "e_tot_ev": -21782.7623,
  "orbital_gap_ev": 3.8,
  "de_lowest_kcal_mol": 166.4,
  "species": ["N", "H", "H", "H", "C", "C", "H", "O", "H", "H", "S", "H", "H", "H", "H", "C", "H", "H", "H", "O", "O"],
  "xyz": [[-1.991, 1.323, -1.216], [-2.233, 0.976, 0.836], [0.018, 1.690, 0.760], [-1.685, 0.767, -2.009], [-0.207, 0.662, 0.456], [-1.676, 0.595, 0.003], [-1.397, 2.157, -1.203], [0.654, -2.976, 0.626], [2.496, -2.096, 1.117], [0.636, 3.715, -1.590], [0.060, -0.443, 1.828], [0.517, 1.862, -2.215], [1.153, 1.051, -3.529], [2.360, -3.914, 1.164], [-1.997, -0.466, -0.123], [1.862, -3.014, 1.392], [1.659, -2.983, 2.534], [0.211, -2.100, 0.938], [0.457, 0.439, -0.348], [0.224, 2.897, -1.329], [0.487, 0.989, -2.817]],
  "nbo_charge": [-0.6324, 0.2069, 0.3232, 0.3967, -0.6007, -0.2208, 0.4293, -0.6900, 0.1703, 0.4581, 0.3303, 0.4885, 0.4657, 0.2014, 0.2081, -0.2610, 0.1603, 0.4011, 0.2686, -1.0651, -1.0384]
}

***

No. 9
{
  "formula": "C3H13NSi2",
  "method": "ωB97M-V with the def2-TZVPD basis set",
  "lumo_ev": [-0.319, 0.710],
  "e_tot_ev": -20563.8934,
  "orbital_gap_ev": [7.3, 7.8],
  "de_lowest_kcal_mol": 98.0,
  "species": ["H", "H", "H", "H", "H", "H", "Si", "H", "C", "Si", "H", "N", "C", "H", "H", "H", "C", "H", "H"],
  "xyz": [[0.670, 0.305, -2.564], [-0.525, -2.045, 1.416], [-2.529, 0.054, 0.387], [3.126, 3.146, 1.097], [2.082, 1.144, -2.597], [3.799, 0.964, 0.630], [0.906, 1.523, -0.531], [2.146, 1.372, 2.272], [-1.809, -0.746, 0.320], [2.619, 1.772, 0.948], [-1.009, -0.586, 2.297], [1.381, 0.737, -1.997], [-1.838, -1.591, -0.904], [-2.598, -2.382, -0.830], [-0.877, -2.086, -1.055], [0.019, 2.680, -0.792], [-1.344, -1.350, 1.597], [-2.148, -1.913, 2.092], [-2.070, -0.997, -1.785]],
  "nbo_charge": [0.3930, 0.2088, 0.1715, -0.1384, 0.3906, -0.1261, 0.7861, -0.1348, -0.0785, 0.3310, 0.2223, -1.3081, -0.6848, 0.2114, 0.2125, -0.1968, -0.6826, 0.2097, 0.2132]
}

***

No. 10
{
  "formula": "C3H13O3S",
  "method": "ωB97M-V with the def2-TZVPD basis set",
  "lumo_ev": 3.517,
  "e_tot_ev": -20301.1276,
  "orbital_gap_ev": 6.6,
  "charge": -1,
  "de_lowest_kcal_mol": 13.5,
  "species": ["H", "C", "H", "C", "H", "H", "O", "H", "H", "O", "H", "O", "H", "S", "H", "H", "H", "H", "H", "C"],
  "xyz": [[3.064, 0.777, 0.893], [0.651, -0.227, -0.698], [-2.438, -0.404, 0.869], [1.941, -0.823, -0.098], [0.861, -0.140, -1.778], [-2.890, 1.022, 0.833], [-4.532, -1.275, 3.339], [-4.481, -1.001, 2.412], [3.011, 0.933, -0.837], [-3.170, 0.174, 1.191], [1.729, -1.218, 0.896], [0.050, 1.966, -3.340], [0.525, 0.772, -0.275], [-0.780, -1.305, -0.391], [4.088, -0.265, -0.150], [-3.784, -0.811, 3.726], [2.273, -1.696, -0.667], [-0.186, 1.658, -2.441], [0.957, 1.664, -3.447], [3.112, 0.200, -0.038]],
  "nbo_charge": [0.1931, -0.5282, 0.5055, -0.4056, 0.1617, 0.4642, -0.9685, 0.4978, 0.1874, -1.0226, 0.2024, -0.9514, 0.1654, -0.6837, 0.1916, 0.4671, 0.1870, 0.4886, 0.4632, -0.6150]
}

***

No. 11
{
  "formula": "C3H14B2NO3",
  "method": "ωB97M-V with the def2-TZVPD basis set",
  "lumo_ev": 3.068,
  "e_tot_ev": -12324.6014,
  "orbital_gap_ev": 6.2,
  "charge": -1,
  "species": ["C", "H", "O", "H", "B", "O", "H", "H", "H", "H", "C", "H", "B", "H", "H", "H", "H", "H", "H", "C", "H", "O", "N"],
  "xyz": [[-0.009, 0.178, 0.137], [0.286, 2.965, -2.515], [-0.219, 2.346, -1.961], [2.557, -1.377, 1.174], [0.671, -1.320, 0.144], [0.919, -3.114, 2.244], [-1.958, -2.120, 0.750], [-0.590, 0.374, 2.444], [-1.983, 2.950, -2.830], [-1.116, 0.073, -0.247], [-0.026, 0.943, 1.586], [1.164, -2.410, 2.942], [0.029, -2.344, 1.308], [0.387, -1.817, -0.908], [0.650, 0.841, -0.605], [1.067, 1.292, 1.888], [-1.158, 1.570, -3.619], [-0.635, 1.957, 1.422], [2.610, -0.519, -0.337], [-1.409, 2.036, -2.662], [-2.002, 1.340, -2.065], [-1.435, -2.519, 1.517], [2.199, -1.323, 0.194]],
  "nbo_charge": [-0.5965, 0.4517, -0.7025, 0.3362, -0.2488, -0.9781, 0.4817, 0.1906, 0.1445, 0.1548, -0.6401, 0.4687, 1.0291, -0.0604, 0.2060, 0.1891, 0.1552, 0.1713, 0.3308, -0.2453, 0.1984, -0.9673, -1.0692]
}

***

No. 12
{
  "formula": "C3H14EuNO",
  "method": "ωB97M-V with the def2-TZVPD basis set",
  "lumo_ev": [2.921, 3.010],
  "e_tot_ev": -26198.4687,
  "orbital_gap_ev": [2.8, 2.7],
  "multiplicity": 8,
  "charge": -1,
  "s2": 15.7816,
  "de_lowest_kcal_mol": 8.6,
  "species": ["H", "H", "H", "H", "H", "C", "H", "O", "C", "H", "Eu", "H", "N", "H", "H", "H", "H", "H", "H", "C"],
  "xyz": [[2.669, -2.706, -0.679], [-1.924, 0.385, 1.032], [-0.309, -1.392, -3.298], [0.322, -2.689, -2.611], [-1.216, 3.831, 0.733], [2.035, -2.428, 0.213], [1.277, 0.564, 1.514], [-1.144, 0.383, 0.471], [-1.614, 2.861, 1.050], [-1.162, -2.202, -2.212], [0.988, -0.601, -0.381], [-0.487, 1.994, -0.654], [-0.214, -1.848, -2.384], [1.754, 0.028, 1.641], [0.975, -2.868, 0.194], [2.588, -2.512, 1.193], [-1.566, 2.819, 2.142], [-2.634, 2.730, 0.674], [0.315, 1.801, 0.941], [-0.655, 1.848, 0.422]],
  "lowdin_spin": [0.0006, -0.0059, -0.0020, -0.0020, -0.0014, -0.0215, 0.0033, -0.0162, -0.0097, -0.0067, 7.0678, 0.0025, -0.0118, 0.0059, -0.0022, 0.0002, -0.0018, -0.0025, 0.0023, 0.0009]
}

***

Number 1: F_max 1.97 eV Å⁻¹. Number 2: F_max 3.36 eV Å⁻¹. Number 3: F_max 5.97 eV Å⁻¹. Number 4: F_max 1.30 eV Å⁻¹. Number 5: F_max 2.57 eV Å⁻¹. Number 6: F_max 4.43 eV Å⁻¹. Number 7: F_max 2.19 eV Å⁻¹. Number 8: F_max 3.53 eV Å⁻¹. Number 9: F_max 1.07 eV Å⁻¹. Number 10: F_max 1.07 eV Å⁻¹. Number 11: F_max 3.07 eV Å⁻¹. Number 12: F_max 4.15 eV Å⁻¹.